# 1
This record from the Open Molecules 2025 dataset describes an isolated molecule of C2H7N3OS. The level of theory is the ωB97M-V functional and the def2-TZVPD basis.

Positions of all 14 atoms, in Å:
C: -1.30136 2.14588 0.12896
C: -0.31430 0.05692 -0.20032
H: -0.99366 3.28833 -0.08732
H: -1.84826 2.06476 1.18505
H: -2.13070 1.72640 -0.60771
H: 0.62496 -1.64102 -0.64782
H: 2.22329 0.67642 -1.00473
H: -2.40065 -0.18353 0.18683
H: -1.13737 -2.05616 0.98713
N: -0.17299 1.31065 -0.08546
N: 0.68967 -0.75065 -0.22967
N: -1.53268 -0.62730 -0.19158
O: -1.55114 -1.97934 0.13544
S: 2.17985 -0.04913 0.18001

Net charge = 0
SMILES = C/N=C(\NO)NS
Gap between HOMO and LUMO = 9.3152 eV
Energy relative to the best compared isomer or geometry (same formula, charge and spin) = 62.4 kcal per mole
HOMO = -8.71 eV
Lowest unoccupied orbital energy = 0.60 eV

Mulliken atomic charge list, values in e, 2 entries:
1 C -0.799
2 C 0.728

# 2
This record from the Open Molecules 2025 dataset describes a 2-piece molecular cluster, C12H17N overall. The level of theory is the ωB97M-V functional and the def2-TZVPD basis.

Positions of all 30 atoms, in Å:
C: -1.42970 -2.30897 1.93099
C: -1.72170 -0.07440 -1.03973
C: -1.81201 -0.29958 0.38828
C: -1.56745 -1.73948 0.57702
C: -1.17975 -2.20608 -0.61837
C: -1.96799 1.20089 -1.52648
C: -2.36635 2.16367 -0.58158
C: -2.68491 1.89941 0.74244
C: -2.34206 0.63597 1.23738
N: -1.14630 -1.19978 -1.60190
H: -1.86049 1.50811 -2.55676
H: -2.44994 3.19911 -0.89038
H: -0.55882 -1.14763 -2.40983
H: -2.96457 2.62969 1.47987
H: -0.90731 -3.18678 -0.97034
H: -2.30052 0.38150 2.29464
H: -2.42459 -2.46714 2.35375
H: -0.87553 -1.67781 2.62604
H: -0.83447 -3.22020 1.81635
C: 3.06977 1.19370 -0.41223
C: 3.46321 0.07412 -1.39491
C: 2.73557 0.60471 0.97833
H: 2.14171 1.55302 -0.86478
H: 3.78597 2.00263 -0.33269
H: 2.54106 -0.37440 -1.79392
H: 3.95753 0.46682 -2.28654
H: 1.65190 0.61237 1.13442
H: 3.16285 1.13198 1.82838
H: 3.85139 -0.91215 -1.09828
H: 3.03352 -0.44330 0.99082

Net charge = 0
SMILES = Cc1c[nH]c2ccccc12.CCC
Gap between HOMO and LUMO = 8.7181 eV
Energy relative to the best compared isomer or geometry (same formula, charge and spin) = 33.1 kcal per mole
HOMO = -7.90 eV
Lowest unoccupied orbital energy = 0.82 eV

Mulliken atomic charge list, values in e, 2 entries:
1 C -1.404
2 C -0.273

# 3
This record from the Open Molecules 2025 dataset describes an isolated ion of composition C4H9BN3O2 and charge +1. The level of theory is the ωB97M-V functional and the def2-TZVPD basis.

Positions of all 19 atoms, in Å:
B: 0.55206 0.42642 -1.59730
C: 0.32720 -0.74711 1.86023
C: -1.44595 0.65581 1.30840
C: -1.16023 -0.44550 2.26451
C: -0.16337 -0.46833 -0.43044
N: 0.74359 -0.74498 0.71231
N: -1.02848 0.68812 0.11355
N: 2.06360 0.37029 -2.24526
O: 0.06991 1.51257 -1.95022
O: -0.84625 -1.61845 -0.82695
H: 1.06944 -0.89502 2.58554
H: -1.84001 1.56759 1.71634
H: -1.88852 -1.28555 2.03393
H: -1.25195 -0.30216 3.26540
H: 1.86843 1.06259 -3.01746
H: 2.42805 -0.47925 -2.75684
H: 2.73780 0.80993 -1.66579
H: -0.72620 1.67244 -1.24548
H: -1.50911 -1.77941 -0.12447

Net charge = +1
SMILES = [NH3+]B(O)C1(O)N=CCC=N1
Gap between HOMO and LUMO = 9.4049 eV
Energy relative to the best compared isomer or geometry (same formula, charge and spin) = 46.7 kcal per mole
HOMO = -12.98 eV
Lowest unoccupied orbital energy = -3.58 eV

Mulliken atomic charge list, values in e, 2 entries:
1 B 0.114
2 C -0.032

# 4
This record from the Open Molecules 2025 dataset describes C36H60CoIN5O2SSi4 as an isolated structure. The level of theory is the ωB97M-V functional and the def2-TZVPD basis.

Positions of all 110 atoms, in Å:
Co: -0.77450 -0.21564 -0.16357
C: 6.23870 -0.14995 -3.61427
C: 5.81753 0.29579 -2.21726
C: 4.83704 -0.65446 -1.53186
C: 3.54132 -0.88538 -2.29718
N: 2.78350 0.34828 -2.49434
C: 1.91396 0.85553 -1.62296
S: 1.53384 0.06336 -0.14023
N: 1.37753 2.04582 -1.90019
C: 1.61223 2.84790 -3.09000
C: 2.93490 3.61543 -3.08819
C: 3.07435 4.63845 -1.95755
C: 3.49350 4.04856 -0.61208
H: 7.03982 0.47915 -4.00256
H: 5.41470 -0.10231 -4.32984
H: 6.59995 -1.18040 -3.60135
H: 5.38426 1.30136 -2.26435
H: 6.70357 0.38849 -1.58589
H: 4.58214 -0.27028 -0.54045
H: 5.30965 -1.62902 -1.37918
H: 2.90362 -1.57903 -1.75835
H: 3.72414 -1.30309 -3.28716
H: 3.09288 0.94959 -3.24130
H: 0.69927 2.36486 -1.23004
H: 0.78853 3.56086 -3.14110
H: 1.53034 2.21479 -3.97990
H: 3.00230 4.12149 -4.05444
H: 3.78466 2.92523 -3.04500
H: 2.13184 5.18654 -1.85086
H: 3.82048 5.37694 -2.25863
H: 2.75354 3.35957 -0.20533
H: 3.65003 4.83935 0.12250
H: 4.43407 3.50094 -0.70965
C: -1.97291 3.62868 -1.77968
C: -1.84224 2.30499 -1.40343
N: -1.06781 1.92982 -0.37605
C: -0.48085 2.87116 0.35212
C: -0.58742 4.23199 0.07889
C: -1.31677 4.60516 -1.04028
C: 0.08579 5.20780 0.96224
C: -0.12769 5.36020 2.26882
C: -1.19205 4.74201 3.08355
C: -1.16845 4.86666 4.46658
C: -2.23008 4.31987 5.16748
N: -3.24334 3.70963 4.56426
C: -3.16698 3.63307 3.23691
N: -2.19850 4.11270 2.46988
H: -2.59566 3.89000 -2.62402
H: -2.37160 1.50893 -1.91304
H: 0.11896 2.53518 1.19041
H: -1.40958 5.65167 -1.30408
H: 0.85483 5.81965 0.50057
H: 0.51331 6.04862 2.80840
H: -0.35678 5.36881 4.97519
H: -2.27269 4.37830 6.24967
H: -3.97869 3.12694 2.72633
I: -2.37413 0.32698 6.81915
C: -2.72280 0.22053 4.76316
C: -1.65420 0.31627 3.88596
C: -1.89735 0.25924 2.52084
C: -3.18846 0.14515 2.02155
C: -4.24108 0.04274 2.92602
C: -4.01776 0.06450 4.29261
C: -3.53603 0.16818 0.54406
O: -4.63252 0.59990 0.21840
O: -2.66412 -0.29543 -0.28242
H: -0.64365 0.42571 4.25673
H: -1.03682 0.32131 1.85901
H: -5.24622 -0.03620 2.53328
H: -4.84736 -0.00474 4.98233
C: -0.88402 -5.00415 -2.71788
Si: -1.12373 -3.16245 -2.36802
C: -2.82434 -2.63503 -2.97255
C: 0.16389 -2.27510 -3.43091
Si: -0.92025 -2.60051 -0.10706
Si: -2.78449 -3.64088 0.90331
C: -4.45839 -3.03247 0.27116
C: -2.74457 -3.52178 2.78970
C: -2.78443 -5.49051 0.51436
Si: 0.91007 -3.50799 1.06564
C: 1.04102 -2.54159 2.68021
C: 2.60830 -3.45770 0.24189
C: 0.66871 -5.33259 1.49693
H: -0.70874 -5.17504 -3.78442
H: -1.75990 -5.58645 -2.42893
H: -0.02668 -5.40122 -2.16940
H: -2.83875 -2.55674 -4.06342
H: -3.11124 -1.67091 -2.54683
H: -3.58520 -3.36030 -2.67698
H: -0.10974 -2.35634 -4.48712
H: 1.14636 -2.73309 -3.30191
H: 0.24830 -1.21421 -3.18213
H: -4.46172 -2.00750 -0.09420
H: -5.20512 -3.10966 1.06655
H: -4.78880 -3.67054 -0.55205
H: -2.36314 -2.56718 3.15627
H: -2.11977 -4.31616 3.20683
H: -3.75441 -3.64985 3.18910
H: -3.04695 -5.67738 -0.52839
H: -3.54830 -5.96879 1.13624
H: -1.83314 -5.98128 0.71653
H: 1.25956 -1.48715 2.48651
H: 1.84523 -2.94053 3.30539
H: 0.10946 -2.59358 3.24848
H: 2.95056 -2.44279 0.05370
H: 2.60297 -4.01064 -0.70212
H: 3.33092 -3.94364 0.90481
H: -0.11666 -5.47868 2.24150
H: 1.59420 -5.75303 1.90082
H: 0.39892 -5.90931 0.60960

Net charge = 0
Spin multiplicity = 2
Gap between HOMO and LUMO (alpha / beta) = 6.9438 / 6.5388 eV
⟨S²⟩ = 0.89
Energy relative to the best compared isomer or geometry (same formula, charge and spin) = 0.0 kcal per mole
HOMO (alpha / beta) = -7.41 / -7.00 eV
Lowest unoccupied orbital energy (alpha / beta) = -0.46 / -0.46 eV

Mulliken atomic charge list, values in e, 2 entries:
1 Co 0.661
2 C -1.347

# 5
This record from the Open Molecules 2025 dataset describes a 5-piece molecular cluster, C38H38BClF18NO4S overall. The level of theory is the ωB97M-V functional and the def2-TZVPD basis.

Positions of all 102 atoms, in Å:
C: -2.98133 -2.05700 3.34260
C: -4.47239 -1.37209 3.36494
C: -4.47684 0.22868 3.78857
C: -3.63054 0.56573 5.15114
O: -3.69357 1.96477 5.59892
C: -2.72809 2.82554 4.89967
O: -2.81992 2.98737 3.42755
B: -1.47566 2.75122 2.81950
F: -1.57676 1.28067 2.47509
C: -1.12600 3.44371 1.36292
C: 0.50995 3.19655 1.13040
C: 1.00054 3.59115 -0.40266
F: 0.38749 2.67081 -1.39147
F: 0.38875 4.94549 -0.67593
C: 2.62118 3.79377 -0.55679
F: 3.17790 4.37328 0.68414
F: 2.82533 4.80605 -1.65881
C: 3.41202 2.40621 -1.05810
F: 3.07594 2.31803 -2.52469
F: 2.73705 1.30312 -0.27578
C: 5.00652 2.51109 -0.73448
F: 5.59579 3.87514 -0.91212
F: 5.15760 2.21133 0.73957
S: 6.12251 1.31192 -1.62052
F: 6.54306 0.57552 -0.09422
F: 7.45943 2.39797 -1.37129
F: 5.92042 2.03576 -3.15758
F: 4.90983 0.13247 -1.86222
F: 7.24126 0.22228 -2.34949
O: -0.57210 3.07814 3.97664
C: -1.14983 2.83898 5.34093
N: -0.45026 1.55710 5.73325
C: -1.01236 4.06649 6.44880
C: 0.50113 4.23844 7.06237
O: 1.36092 5.18021 6.60536
Cl: 1.17969 3.11057 8.40794
H: -2.89799 -3.01122 2.65092
H: -2.72341 -2.37117 4.46291
H: -2.15994 -1.23786 3.06213
H: -4.86764 -1.40364 2.24065
H: -5.25820 -2.01559 3.98336
H: -5.60127 0.51156 4.00472
H: -4.14798 0.82070 2.83468
H: -4.13261 -0.08070 6.02033
H: -2.55210 0.13231 5.01623
H: -3.08029 3.90844 5.25894
H: -1.73531 2.97650 0.45342
H: -1.41204 4.58746 1.37871
H: 1.03797 3.81592 1.97273
H: 0.68314 2.04168 1.30181
H: 0.59218 1.72639 5.83960
H: -0.49340 0.84619 4.94238
H: -1.72108 3.78822 7.34958
H: -1.32910 5.07991 5.93706
F: 6.69957 -5.52732 0.98534
C: 6.64604 -4.57027 0.04950
C: 7.52414 -3.49435 0.12015
C: 7.47219 -2.50025 -0.85691
C: 6.53436 -2.58778 -1.88870
C: 5.65389 -3.66907 -1.94809
C: 5.71360 -4.66854 -0.97725
H: 8.24022 -3.43898 0.93355
H: 8.15954 -1.65897 -0.81501
H: 6.49122 -1.80990 -2.64805
H: 4.92209 -3.73294 -2.74976
H: 5.04277 -5.52050 -1.01318
F: -6.96769 -0.49932 3.01710
C: -8.18173 0.04207 2.85089
C: -8.35787 1.05153 1.91088
C: -9.62286 1.61195 1.73387
C: -10.69637 1.16366 2.50743
C: -10.50836 0.15344 3.45191
C: -9.24580 -0.41441 3.62076
H: -7.51061 1.39268 1.32504
H: -9.77267 2.39628 0.99609
H: -11.68188 1.60415 2.37217
H: -11.34450 -0.19097 4.05570
H: -9.08380 -1.20673 4.34402
F: 1.98677 -2.39820 -7.01883
C: 2.82809 -1.55904 -6.40029
C: 2.67062 -1.31069 -5.04118
C: 3.54954 -0.44100 -4.39564
C: 4.57049 0.17973 -5.11963
C: 4.71721 -0.07209 -6.48454
C: 3.84511 -0.95037 -7.12728
H: 1.86669 -1.79545 -4.49698
H: 3.43971 -0.24621 -3.33172
H: 5.25303 0.86144 -4.61667
H: 5.51003 0.41536 -7.04679
H: 3.95024 -1.16440 -8.18570
F: -1.03336 -4.55614 -4.23030
C: -1.07811 -4.81455 -5.54401
C: -2.11753 -5.58411 -6.05494
C: -2.16734 -5.84912 -7.42347
C: -1.17006 -5.35017 -8.26504
C: -0.12810 -4.58298 -7.74190
C: -0.08474 -4.30885 -6.37515
H: -2.87866 -5.97017 -5.38480
H: -2.98006 -6.44322 -7.83394
H: -1.20687 -5.56086 -9.33173
H: 0.64920 -4.19917 -8.39825
H: 0.71303 -3.70678 -5.95302

Net charge = -1
Gap between HOMO and LUMO = 4.7735 eV
HOMO = -6.02 eV
Lowest unoccupied orbital energy = -1.25 eV

Mulliken atomic charge list, values in e, 2 entries:
1 C -0.794
2 C -0.336

# 6
This record from the Open Molecules 2025 dataset describes an isolated molecule of C3H3F2NO. The level of theory is the ωB97M-V functional and the def2-TZVPD basis.

Positions of all 10 atoms, in Å:
C: -0.74693 1.18679 0.00487
C: 0.34980 0.47196 0.11894
C: 1.58562 -1.62690 0.16590
H: 1.28856 1.07228 0.46323
H: -0.50400 -1.46692 -0.11207
H: 2.57525 -1.09516 0.43738
N: 0.51084 -0.85767 -0.11453
O: 1.42252 -2.88929 0.17041
F: -1.87250 0.86806 -0.67894
F: -0.95493 2.51158 0.33580

Net charge = 0
SMILES = O=CNC=C(F)F
Gap between HOMO and LUMO = 9.9351 eV
Energy relative to the best compared isomer or geometry (same formula, charge and spin) = 31.2 kcal per mole
HOMO = -9.31 eV
Lowest unoccupied orbital energy = 0.63 eV

Mulliken atomic charge list, values in e, 2 entries:
1 C 0.195
2 C 0.056

Max |F|, record by record: 4.759 3.044 5.312 0.474 9.366 5.207 eV Å⁻¹
Energy, record by record: -717.9764 -522.1676 -497.1739 -5068.7814 -4507.0570 -445.7778 hartree